{
  "formula": "C3H5N",
  "method": "ωB97M-V/def2-TZVPD",
  "symbols": ["C", "C", "C", "N", "H", "H", "H", "H", "H"],
  "coordinates": [[1.49284, -0.48841, 0.00378], [0.50267, 0.73616, -0.00386], [-0.87187, 0.13404, -0.01060], [-1.90498, -0.35652, -0.00730], [1.11913, -1.46408, -0.58255], [2.50104, -0.31162, -0.54456], [1.66394, -0.79061, 1.11782], [0.59330, 1.21102, 0.90120], [0.71556, 1.56018, -0.77668]],
  "total_energy_ev": -4681.0812,
  "homo_ev": -11.7,
  "smiles": "CCC#N",
  "relative_energy_ev": 0.776,
  "fmax_ev_per_a": 2.99,
  "spin_multiplicity": 1,
  "lumo_energy_ha": 0.031
}

{
  "formula": "C24H40ClFN2O3PS2",
  "method": "ωB97M-V/def2-TZVPD",
  "symbols": ["C", "C", "C", "N", "C", "P", "S", "O", "C", "O", "C", "C", "C", "O", "N", "C", "C", "C", "Cl", "C", "C", "C", "F", "C", "C", "C", "C", "S", "C", "C", "C", "C", "C", "C", "H", "H", "H", "H", "H", "H", "H", "H", "H", "H", "H", "H", "H", "H", "H", "H", "H", "H", "H", "H", "H", "H", "H", "H", "H", "H", "H", "H", "H", "H", "H", "H", "H", "H", "H", "H", "H", "H", "H", "H"],
  "coordinates": [[2.30682, 3.26954, -1.76298], [2.84875, 1.99215, -1.18376], [4.07085, 1.48519, -1.91431], [2.48191, 1.33849, -0.14168], [1.11807, 1.21843, 0.19474], [0.87917, 2.76532, 1.31153], [2.48763, 3.08491, 2.38763], [0.10618, 1.48214, -0.83923], [-1.04633, 0.67511, -0.73560], [-2.03888, 1.67227, -0.51370], [-1.32647, 0.27156, -2.21420], [-2.83333, 0.07742, -2.59183], [-3.29457, 1.22531, -3.47105], [-2.56753, 1.17863, -4.70426], [-0.83995, -0.34834, 0.37872], [-1.76485, -0.30833, 1.56872], [-2.13373, 1.01183, 2.27460], [-3.67961, 1.08178, 2.46205], [-4.17106, 2.80364, 2.55329], [-1.25150, -1.67382, -0.24662], [-1.10928, -2.90857, 0.66416], [-2.44724, -3.51925, 1.11716], [-0.43489, -3.90561, -0.03782], [0.65232, -0.22864, 0.63972], [1.54756, -1.16805, -0.24408], [1.58025, -1.09674, -1.78523], [2.90632, -1.76285, -2.23811], [3.02533, -1.91264, -4.03456], [1.12105, -0.60341, 2.07464], [0.87858, 0.21505, 3.15496], [1.24112, -0.09129, 4.43475], [1.89815, -1.25706, 4.72087], [2.14174, -2.11148, 3.66663], [1.75052, -1.79660, 2.39999], [2.61670, 3.38248, -2.80252], [1.22379, 3.37982, -1.72312], [2.77564, 4.08163, -1.19389], [4.70003, 0.87251, -1.27443], [3.65897, 0.90579, -2.74827], [4.60884, 2.32035, -2.36792], [0.72817, 3.90265, 0.49496], [-0.21253, 2.75725, 2.18942], [-2.84369, 1.29915, -0.12778], [-0.80297, -0.59655, -2.60496], [-0.99079, 1.11762, -2.80762], [-2.90309, -0.81670, -3.21870], [-3.47760, -0.05688, -1.71901], [-3.11573, 2.20177, -3.00843], [-4.35892, 1.15036, -3.72044], [-2.36292, 2.08250, -4.96132], [-2.71488, -0.76474, 1.28921], [-1.41588, -0.94610, 2.37943], [-1.88304, 1.94496, 1.78558], [-1.75611, 1.06471, 3.29600], [-4.19176, 0.70703, 1.57236], [-4.01006, 0.54191, 3.34601], [-2.26274, -1.61819, -0.64404], [-0.63514, -1.95676, -1.09657], [-0.50942, -2.72390, 1.55804], [-2.28283, -4.58207, 1.28400], [-3.27712, -3.29716, 0.44659], [-2.67156, -3.09313, 2.10137], [1.20614, -2.19350, -0.07050], [2.57519, -1.16308, 0.09797], [0.83612, -1.72938, -2.27738], [1.49619, -0.11511, -2.25031], [3.77687, -1.31728, -1.75676], [2.85747, -2.79502, -1.87594], [3.31967, -0.67752, -4.48570], [0.35568, 1.15431, 3.06106], [1.00911, 0.58996, 5.24542], [2.20487, -1.56459, 5.71207], [2.65584, -3.04432, 3.86421], [1.97042, -2.56089, 1.66678]],
  "total_charge": 1,
  "total_energy_ev": -80848.5906,
  "homo_ev": -10.7,
  "smiles": "CC(C)=N[C@@]1([PH2]=S)O[C@@](O)(CCCO)[N@@+](CCCCl)(C[C@@H](C)F)[C@]1(CCCS)c1ccccc1",
  "fmax_ev_per_a": 4.44,
  "spin_multiplicity": 1,
  "lumo_energy_ha": -0.088
}

{
  "formula": "C6H15N3O2",
  "method": "ωB97M-V/def2-TZVPD",
  "symbols": ["H", "N", "C", "N", "N", "C", "C", "H", "H", "H", "H", "H", "H", "H", "H", "C", "C", "C", "O", "O", "H", "H", "H", "H", "H", "H"],
  "coordinates": [[-0.37205, 1.34664, 3.95639], [-0.74878, 1.30653, 2.98440], [-0.22127, 0.52240, 2.13022], [0.91614, -0.22786, 2.71796], [-0.53594, 0.17559, 0.80147], [-1.88617, -0.49157, 0.61649], [-2.99078, 0.55629, 0.32637], [0.84844, -1.14615, 2.38872], [1.81551, 0.17094, 2.36866], [-0.77204, 1.16069, 0.45683], [-2.08271, -1.27619, 1.24631], [-1.57214, -1.06605, -0.42187], [-2.44506, 1.38353, -0.03550], [-3.62457, 0.60092, 1.16492], [-3.80570, 0.15398, -0.28566], [1.92651, 1.01752, -2.11521], [2.20247, -0.41822, -2.13327], [1.05186, -1.24085, -1.78082], [0.12200, -1.21217, -2.57414], [1.00709, -2.07089, -0.58012], [1.17033, 1.31009, -1.18273], [1.43067, 1.44787, -2.93434], [2.79643, 1.61257, -1.90232], [2.38775, -0.51839, -3.20050], [3.16106, -0.63072, -1.72042], [0.22097, -2.46654, -0.29185]],
  "total_energy_ev": -15027.4865,
  "homo_ev": -9.3,
  "smiles": "[H]/N=C(\\N)NCC.CCC(=O)O",
  "relative_energy_ev": 3.039,
  "fmax_ev_per_a": 6.24,
  "spin_multiplicity": 1,
  "lumo_energy_ha": 0.025
}